A 10-piece molecular cluster, C45H115N5O15S5 overall at a distorted geometry. Source: the Open Molecules 2025 dataset; level of theory: wB97M-V/def2-TZVPD.

## Properties
Strongest force on any atom, Eh/bohr: 0.046
Kohn-Sham gap, eV: 8.193
Lowest unoccupied orbital energy, Eh: 0.00910
Calculated total energy, eV: -140865.5737
SMILES string: CCOS(C)(=O)=O.CCOS(C)(=O)=O.CCOS(C)(=O)=O.CCOS(C)(=O)=O.CCOS(C)(=O)=O.CCN(CC)CC.CCN(CC)CC.CCN(CC)CC.CCN(CC)CC.CCN(CC)CC
Relative energy (zero: lowest compared OMol25 entry of this formula, charge and spin), kJ/mol: 0.0

The geometry in XYZ format:
```
185
Properties=species:S:1:pos:R:3:forces:R:3:mulliken_charge:R:1
C 2.870 2.728 -1.187 0.734 -0.157 -0.145 0.0283
C 3.502 2.460 -2.552 -1.154 1.212 1.125 -0.3261
O 4.680 1.683 -2.319 -0.108 -1.614 -0.613 -0.4903
S 4.586 0.093 -2.632 0.576 0.789 -0.097 1.0961
C 4.947 0.110 -4.392 -0.842 -0.342 0.849 -0.9717
O 5.712 -0.485 -1.959 -0.660 0.122 -0.058 -0.6408
O 3.229 -0.345 -2.389 1.027 0.127 -0.269 -0.4052
H 3.640 3.107 -0.514 -0.200 0.231 0.090 0.5711
H 2.561 1.753 -0.809 -0.224 0.191 0.100 -0.6962
H 2.024 3.408 -1.271 0.002 -0.012 0.079 -0.1262
H 2.660 2.031 -3.102 0.819 -0.579 -0.643 0.1421
H 3.828 3.377 -3.040 -0.006 -0.074 -0.061 0.5425
H 4.940 -0.924 -4.729 0.011 0.001 -0.022 0.3709
H 5.916 0.571 -4.539 -0.058 0.144 -0.015 0.3824
H 4.099 0.648 -4.815 0.258 0.103 -0.371 0.2235
C -2.857 0.196 -4.259 0.098 0.852 -0.201 -0.5166
C -3.464 -1.179 -4.442 0.530 0.152 0.369 -0.3350
O -2.329 -2.066 -4.531 0.716 -1.181 -0.559 -0.2604
S -2.599 -3.649 -4.826 -0.001 1.613 0.755 1.1799
C -2.768 -4.158 -3.135 -0.147 -0.735 -0.433 -0.2133
O -3.886 -3.721 -5.467 0.592 -0.428 -0.009 -0.6687
O -1.407 -4.208 -5.410 -0.963 0.525 0.414 -0.6265
H -3.585 1.013 -4.295 -0.291 -0.303 -0.321 0.3083
H -2.130 0.371 -5.054 -0.046 0.038 -0.053 0.4136
H -2.340 0.410 -3.320 0.039 -0.768 0.149 -0.2250
H -4.051 -1.459 -3.566 -0.270 -0.026 -0.225 0.2067
H -4.002 -1.276 -5.383 -0.319 0.196 0.232 0.4767
H -3.114 -5.189 -3.220 0.038 -0.007 0.307 0.3786
H -3.514 -3.548 -2.633 -0.068 0.077 -0.159 0.0634
H -1.825 -4.107 -2.599 0.091 -0.018 -0.157 -0.1498
C -4.129 4.049 -3.350 -0.821 1.216 0.163 -1.2610
C -4.167 3.310 -2.031 1.069 -0.344 -0.759 0.4721
O -3.409 4.025 -1.031 -0.279 0.818 0.953 -0.2539
S -4.137 4.943 0.087 -0.544 -0.284 -1.800 1.3050
C -4.889 3.589 1.102 0.903 1.290 -0.757 -0.6377
O -3.064 5.660 0.719 -0.439 -0.963 0.400 -0.6054
O -5.156 5.745 -0.555 0.278 -0.874 0.611 -0.6968
H -3.145 4.421 -3.632 0.207 -0.549 0.054 0.0244
H -4.720 4.967 -3.259 -0.099 -0.087 0.050 0.4490
H -4.597 3.485 -4.157 0.228 -0.239 0.028 0.4102
H -5.177 3.048 -1.725 0.006 0.152 0.223 0.3627
H -3.568 2.404 -2.123 -0.389 -0.256 0.047 -0.2061
H -5.201 4.103 2.006 -0.006 -0.438 0.265 0.5948
H -4.094 2.853 1.169 0.058 0.114 0.641 -0.1393
H -5.714 3.109 0.582 -0.116 0.429 -0.181 0.2978
C -0.350 4.651 7.201 -0.329 -0.385 0.214 -0.9046
C -1.755 4.259 6.773 -0.779 0.469 1.245 -0.5549
O -1.683 3.479 5.582 -0.217 -0.407 -1.439 -0.0525
S -2.932 3.502 4.553 -0.448 1.662 1.604 0.8474
C -2.758 5.186 3.889 -0.328 -0.736 0.282 -0.9058
O -2.723 2.572 3.501 0.479 -0.488 -0.045 -0.4449
O -4.123 3.397 5.374 0.792 0.283 -0.879 -0.6978
H 0.215 5.069 6.370 -0.036 0.038 -0.025 0.1789
H 0.183 3.788 7.599 0.090 -0.017 -0.147 0.1739
H -0.408 5.386 8.005 -0.033 0.056 -0.051 0.4835
H -2.333 3.708 7.522 0.626 -0.486 0.079 0.2666
H -2.413 5.136 6.732 0.325 0.153 -0.949 0.5108
H -2.612 5.857 4.730 -0.172 0.057 -0.028 0.4386
H -3.683 5.395 3.359 -0.022 0.135 0.102 0.3193
H -1.934 5.273 3.186 0.067 -0.369 0.056 0.2896
C -7.541 -1.080 2.087 0.621 -1.147 0.285 -1.5215
C -6.447 -0.274 1.407 -0.628 0.502 1.155 0.3059
O -5.688 -1.137 0.565 0.970 0.079 -1.067 -0.1986
S -4.265 -0.567 -0.008 0.184 -0.644 1.360 0.6416
C -3.176 -0.858 1.435 -1.415 1.161 -0.710 0.2249
O -3.848 -1.452 -1.052 -0.525 0.279 -0.043 -0.6047
O -4.417 0.847 -0.248 0.114 -0.635 0.102 -0.4019
H -8.230 -0.490 2.686 -0.043 0.319 -0.345 0.3965
H -7.094 -1.786 2.796 0.123 0.075 -0.032 0.3361
H -8.063 -1.727 1.382 -0.238 0.374 -0.151 0.3373
H -6.915 0.566 0.892 0.383 -0.103 -0.501 0.1563
H -5.781 0.129 2.175 -0.068 0.189 -0.027 0.2255
H -3.137 -1.916 1.665 0.161 -0.060 -0.237 0.1453
H -3.700 -0.306 2.217 0.281 -0.092 0.256 0.4151
H -2.231 -0.360 1.228 0.187 -0.376 -0.043 -0.5047
C 3.257 -4.485 -3.054 -0.217 0.238 0.416 -1.3197
C 3.472 -5.231 -1.730 0.421 0.785 -0.448 -0.0605
N 4.776 -4.925 -1.122 -0.320 -0.651 -0.103 0.1454
C 5.013 -3.497 -0.910 0.060 -0.052 0.155 -1.2217
C 4.161 -2.903 0.216 -0.778 0.225 -0.383 -0.0133
C 4.975 -5.765 0.057 0.402 0.481 0.139 -0.2284
C 6.407 -5.662 0.563 -0.270 0.663 0.380 -1.3977
H 2.346 -4.832 -3.544 0.153 -0.209 -0.142 0.5037
H 4.119 -4.544 -3.718 -0.039 -0.279 -0.056 0.3309
H 3.080 -3.424 -2.865 0.013 0.047 0.049 0.0722
H 2.629 -4.963 -1.078 0.198 -0.194 0.025 -0.2267
H 3.462 -6.308 -1.897 -0.137 -0.052 0.006 0.5841
H 6.072 -3.307 -0.725 0.013 -0.260 0.287 0.3208
H 4.888 -3.008 -1.870 -0.444 0.187 0.061 0.2103
H 3.110 -3.215 0.147 0.191 -0.499 -0.102 -0.1353
H 4.508 -3.216 1.200 0.109 0.197 0.048 0.3068
H 4.014 -1.821 0.174 0.787 0.062 -0.021 0.3538
H 4.687 -6.792 -0.170 0.146 -0.009 -0.262 0.5598
H 4.345 -5.467 0.910 -0.322 -0.011 -0.092 0.1633
H 7.140 -5.641 -0.241 0.014 -0.468 -0.002 0.3353
H 6.601 -6.402 1.338 0.220 -0.190 -0.248 0.4158
H 6.500 -4.692 1.064 0.146 -0.034 0.019 0.2431
C 2.547 3.523 -5.956 0.343 -0.013 0.007 -1.1590
C 1.166 3.695 -5.344 -0.203 0.455 0.327 -0.4646
N 1.186 4.393 -4.059 0.774 0.124 0.497 1.1334
C 1.592 5.789 -4.166 -0.090 0.556 -0.417 -0.6173
C 2.290 6.313 -2.921 0.170 -1.073 0.665 -1.1094
C -0.037 4.280 -3.269 0.226 -0.287 -0.287 -1.6066
C -0.492 2.834 -3.135 -0.842 -0.148 -0.230 -0.4912
H 3.065 4.459 -6.169 -0.236 0.083 -0.098 0.3718
H 2.487 2.964 -6.891 -0.067 0.017 -0.015 0.4356
H 3.224 2.985 -5.290 -0.179 -0.141 0.080 0.1072
H 0.505 4.241 -6.034 -0.046 -0.151 -0.261 0.3775
H 0.732 2.712 -5.169 0.002 0.003 -0.175 0.1877
H 2.249 5.933 -5.025 -0.036 -0.171 0.017 0.3439
H 0.709 6.413 -4.380 -0.081 0.037 0.014 0.3653
H 3.309 5.923 -2.849 0.064 0.142 -0.235 0.2681
H 2.320 7.391 -2.789 -0.174 0.051 -0.230 0.3869
H 1.798 5.851 -2.060 -0.082 0.426 0.140 0.1837
H -0.807 4.953 -3.679 -0.295 -0.296 -0.194 0.3765
H 0.110 4.673 -2.260 0.381 -0.002 -0.042 0.3547
H -1.092 2.468 -3.973 -0.022 0.314 -0.118 0.7112
H -1.143 2.747 -2.263 0.176 -0.143 0.120 -0.4466
H 0.326 2.115 -3.080 0.168 0.232 0.400 0.3269
C -0.492 -1.968 -1.098 -0.420 0.214 0.569 -0.6206
C 0.709 -1.241 -0.533 0.359 0.615 0.271 1.8600
N 0.342 -0.306 0.556 -0.233 0.404 -0.119 0.8352
C -0.229 0.907 -0.050 -0.774 -0.363 -1.244 0.9366
C -0.663 2.060 0.842 0.122 -0.691 0.312 -1.7892
C 1.498 0.036 1.368 -0.374 -0.368 1.209 0.9088
C 1.935 -1.127 2.269 1.021 0.088 -0.557 -1.1764
H -1.240 -1.272 -1.478 0.112 -0.092 -0.349 -0.7434
H -0.993 -2.477 -0.269 0.044 -0.188 -0.032 -0.1761
H -0.249 -2.714 -1.851 0.179 0.142 -0.125 0.6756
H 1.441 -1.953 -0.148 -0.151 -0.020 0.068 -0.8522
H 1.253 -0.622 -1.262 -0.140 -0.462 -0.346 -0.1479
H 0.373 1.205 -0.922 0.370 0.405 0.363 -0.1473
H -1.154 0.617 -0.571 -0.025 -0.288 0.157 -0.5271
H -1.255 1.618 1.649 0.165 0.305 0.213 0.4280
H 0.165 2.632 1.259 -0.057 0.059 0.060 0.3160
H -1.342 2.720 0.300 0.170 0.108 -0.132 0.2653
H 1.174 0.806 2.074 0.035 0.255 -0.279 -0.2077
H 2.352 0.432 0.801 -0.002 -0.062 -0.118 -0.3448
H 2.498 -0.731 3.116 -0.310 -0.034 0.165 0.1537
H 2.675 -1.760 1.769 -0.447 -0.134 0.037 0.0240
H 1.090 -1.728 2.595 -0.062 0.076 0.096 0.3365
C 1.441 0.738 7.067 -0.465 -0.352 -0.169 -1.2001
C 2.346 0.505 5.860 -0.157 1.037 0.679 0.0434
N 3.350 1.580 5.772 0.336 -0.363 -0.782 -0.0214
C 2.750 2.900 5.539 -0.914 -0.130 0.871 -1.1858
C 1.665 2.988 4.446 0.852 0.371 -0.453 -0.4145
C 4.277 1.199 4.703 0.428 0.788 -0.172 0.2681
C 5.403 2.205 4.415 0.070 -0.309 -0.007 -1.5430
H 0.723 1.547 6.916 0.217 0.186 -0.088 -0.0910
H 2.036 0.948 7.955 0.001 -0.020 0.033 0.3346
H 0.806 -0.133 7.250 0.208 -0.109 0.071 0.4848
H 2.868 -0.444 5.970 0.064 -0.014 -0.068 0.6018
H 1.748 0.485 4.940 -0.018 -0.351 0.003 -0.1190
H 3.538 3.626 5.368 0.110 -0.028 -0.201 0.4861
H 2.334 3.193 6.507 -0.196 0.089 -0.065 0.2493
H 1.223 3.982 4.360 0.052 0.084 0.374 0.4579
H 0.844 2.283 4.547 0.068 -0.059 0.044 0.0885
H 2.171 2.859 3.485 -0.275 -0.354 -0.146 0.2876
H 4.732 0.251 4.993 -0.113 -0.096 -0.146 0.4512
H 3.733 1.076 3.752 0.047 -0.311 0.008 -0.1799
H 6.041 2.417 5.275 -0.230 -0.004 0.182 0.3436
H 6.065 1.786 3.654 -0.096 -0.052 -0.046 0.4618
H 5.032 3.146 4.014 -0.037 0.042 0.017 0.3154
C -3.789 -4.580 0.395 -0.565 0.642 0.486 -1.0853
C -2.701 -5.453 0.975 -0.473 -0.182 -0.529 -0.9748
N -1.925 -6.042 -0.108 0.939 -0.213 -0.298 1.3278
C -2.649 -7.035 -0.908 0.020 0.466 0.563 -0.6550
C -1.860 -7.677 -2.049 -0.174 -0.332 0.582 -1.5301
C -0.633 -6.518 0.389 0.603 0.490 0.170 -1.6467
C 0.456 -5.465 0.119 -0.466 0.050 0.143 -0.0392
H -4.378 -4.074 1.169 0.264 0.023 0.169 0.4142
H -4.565 -5.090 -0.175 0.327 -0.190 -0.265 0.4419
H -3.303 -3.806 -0.200 -0.241 -0.030 -0.223 0.0166
H -2.057 -4.814 1.582 0.210 -0.101 -0.096 0.4305
H -3.115 -6.218 1.654 0.007 -0.107 -0.031 0.3856
H -2.989 -7.819 -0.214 -0.374 -0.181 -0.287 0.3258
H -3.507 -6.508 -1.327 -0.173 -0.236 0.087 0.3852
H -1.276 -8.507 -1.649 0.242 0.089 -0.185 0.4899
H -2.570 -8.133 -2.738 0.049 0.138 -0.169 0.4079
H -1.203 -6.986 -2.574 -0.073 0.075 -0.023 0.2450
H -0.301 -7.433 -0.102 -0.302 -0.086 0.011 0.3563
H -0.715 -6.732 1.461 0.130 -0.126 0.030 0.3427
H 1.442 -5.685 0.533 -0.130 -0.352 -0.010 0.5395
H 0.170 -4.494 0.530 -0.123 0.049 -0.038 -0.0757
H 0.530 -5.359 -0.965 0.125 0.111 0.041 0.0440
```
Forces are in eV/Å.